(1)
# C5H10N4O2S

C5H10N4O2S in the gas phase at a distorted geometry (ωB97M-V/def2-TZVPD, the Open Molecules 2025 dataset).

Element x y z (Å)
C (-1.88514, -0.39498, -0.23375)
C (-0.54778, 0.20585, -0.25331)
C (0.38628, 0.37468, 0.96420)
S (0.03589, 0.29350, 2.64618)
N (0.48334, -1.33323, 2.99385)
O (0.93925, 1.15828, 3.28705)
O (-1.35909, 0.57655, 2.95262)
C (1.58366, 0.83431, 0.41685)
N (2.79758, 1.11824, 1.00772)
N (1.55314, 0.83156, -0.92917)
N (0.30293, 0.47124, -1.26794)
C (-0.19037, 0.33908, -2.65988)
H (-2.29878, -0.06844, 0.62942)
H (-2.47165, -0.07817, -1.06418)
H (-1.74140, -1.36843, -0.06594)
H (0.57762, -1.43122, 3.97937)
H (-0.27067, -1.94377, 2.66465)
H (2.57019, 1.02089, 2.00019)
H (3.41061, 1.86476, 0.81882)
H (0.11666, -0.60995, -3.19311)
H (-1.18600, 0.66385, -2.52386)
H (0.41002, 1.10324, -3.16759)

Computed properties:
- E: -964.145853 Eh
- SMILES string: Cc1c(S(N)(=O)=O)c(N)nn1C
- Energy above the lowest of the compared OMol25 structures with the same formula, charge and spin: 0.0 kJ/mol
- LUMO energy: 0.02127 Eh

=====

(2)
# C3F2O4

3 unconnected molecules or ions with the total composition C3F2O4 at a distorted geometry (ωB97M-V/def2-TZVPD, the Open Molecules 2025 dataset).

Element x y z (Å)
C (1.87220, -1.94621, -0.74315)
C (-3.83477, 0.93359, 1.05626)
C (1.62503, 0.96394, -0.26114)
O (1.91567, -1.14924, 0.07950)
O (-3.26203, 1.26355, 0.09965)
O (1.83733, -2.75670, -1.55774)
O (-4.45404, 0.60566, 1.95459)
F (2.22685, 1.18136, -1.38088)
F (2.44828, 1.30239, 0.67111)

Computed properties:
- E: -614.988481 Eh
- Energy above the lowest of the compared OMol25 structures with the same formula, charge and spin: 28.9 kJ/mol
- LUMO energy: 0.01451 Eh

=====

(3)
# C25H51FN3O8

4 unconnected molecules or ions with the total composition C25H51FN3O8 at a distorted geometry (ωB97M-V/def2-TZVPD, the Open Molecules 2025 dataset).

Element x y z (Å)
C (-0.41165, -3.15774, 1.85263)
C (0.13011, -1.96514, 1.65853)
N (1.46349, -1.73409, 1.01379)
C (2.54855, -2.21444, 1.93939)
C (2.24435, -2.26616, 3.43442)
C (3.55362, -2.25815, 4.25749)
O (3.40972, -1.44009, 5.41242)
C (1.42042, -2.38651, -0.34420)
C (2.76546, -2.40290, -1.08800)
C (3.80547, -3.29116, -0.47377)
O (3.69489, -4.44700, -0.27522)
F (4.92068, -2.63731, -0.13283)
C (0.46004, -1.48009, -1.16006)
C (-0.82283, -2.24270, -1.56496)
C (-2.07209, -1.41946, -1.87698)
C (-3.28985, -2.31331, -2.23117)
C (-3.54106, -3.37516, -1.20257)
O (-2.91754, -4.40508, -1.15322)
O (-4.53241, -3.08509, -0.32028)
C (-4.05772, -2.87239, 1.04065)
C (-4.25048, -4.11640, 1.87841)
C (0.38422, -0.11152, -0.41783)
N (0.67761, 1.07124, -1.21376)
C (0.11724, 1.08330, -2.58022)
C (0.24949, 2.31914, -0.60679)
C (-1.02545, 2.40398, 0.19496)
O (0.91190, 3.30138, -0.81196)
C (1.47978, -0.27491, 0.65596)
C (1.68778, 0.71908, 1.80270)
C (3.13016, 1.23822, 1.87990)
N (3.41121, 2.30208, 0.89724)
H (-1.21771, -3.22632, 2.57092)
H (-0.15186, -4.05796, 1.31153)
H (-0.36883, -1.07229, 2.00664)
H (3.45118, -1.63618, 1.75670)
H (2.77361, -3.23046, 1.62112)
H (1.73558, -3.19917, 3.66446)
H (1.61337, -1.46402, 3.80210)
H (3.79108, -3.25927, 4.60372)
H (4.38958, -1.87994, 3.66460)
H (3.75776, -0.56394, 5.22544)
H (1.11264, -3.42770, -0.30644)
H (2.55913, -2.83163, -2.06848)
H (3.16040, -1.41088, -1.27149)
H (0.98019, -1.29061, -2.09596)
H (-0.58766, -2.79423, -2.47702)
H (-1.06167, -2.99897, -0.82341)
H (-2.36557, -0.75578, -1.06323)
H (-1.87419, -0.85057, -2.78198)
H (-3.09829, -2.76582, -3.20210)
H (-4.17516, -1.68758, -2.31426)
H (-4.62905, -2.02806, 1.41471)
H (-2.99782, -2.62252, 0.98099)
H (-4.19768, -3.86795, 2.93855)
H (-5.19915, -4.59639, 1.65889)
H (-3.46329, -4.83626, 1.65778)
H (-0.62867, -0.08620, -0.00515)
H (0.52845, 0.28694, -3.18920)
H (0.42083, 2.02263, -3.03708)
H (-0.97422, 1.07502, -2.56570)
H (-1.09012, 1.58873, 0.91327)
H (-0.98602, 3.32081, 0.77647)
H (-1.91778, 2.40281, -0.42670)
H (2.38011, -0.13856, 0.05082)
H (1.04838, 1.59352, 1.70374)
H (1.47953, 0.28342, 2.77815)
H (3.84184, 0.41610, 1.76012)
H (3.27336, 1.66168, 2.87451)
H (2.79156, 2.21839, 0.09572)
H (4.33556, 2.15183, 0.50980)
C (-2.60948, 6.48895, 0.03058)
O (-2.03005, 5.72995, 1.09677)
H (-3.63807, 6.16435, -0.09362)
H (-2.60010, 7.55490, 0.26982)
H (-2.06432, 6.32029, -0.90328)
H (-1.12259, 6.02827, 1.20241)
C (-5.51298, 7.22792, -2.21410)
O (-5.67913, 6.42510, -1.04716)
H (-4.88114, 8.06947, -1.94213)
H (-5.02846, 6.66577, -3.01690)
H (-6.47208, 7.60811, -2.57170)
H (-6.24072, 5.68190, -1.28195)
C (3.91729, 1.09116, -4.04849)
O (3.59833, 0.11204, -3.05224)
H (2.97944, 1.43723, -4.47395)
H (4.43917, 1.94193, -3.60813)
H (4.52709, 0.65702, -4.84201)
H (4.43326, -0.18863, -2.68119)

Computed properties:
- E: -1848.877631 Eh
- Net charge: +1
- LUMO energy: -0.09825 Eh